[1]
ORCA calculation (the ωB97M-V functional and the def2-TZVPD basis) on C37H57BeBrLiN5NaO9P as an isolated structure at a distorted geometry.

```
113
Properties=species:S:1:pos:R:3:forces:R:3
N 0.060 0.548 0.396 -1.0 1.4 -1.0
P 5.340 6.953 0.167 -0.3 0.2 0.2
C -1.983 2.554 -0.251 0.6 -3.2 -1.6
H -2.592 -2.314 -3.236 -0.1 0.3 0.3
H -1.376 -0.619 -9.859 0.0 0.0 0.0
C -7.864 -4.437 -1.968 0.0 0.1 0.0
O 4.504 8.229 0.064 0.0 -0.4 0.4
Br 3.957 -1.778 2.722 2.5 5.5 -0.1
C -0.918 -3.745 0.970 0.1 -1.0 0.1
O 7.296 3.708 6.186 0.0 0.1 0.0
H -3.406 0.260 -0.974 0.2 0.2 -0.2
H 0.947 0.225 -2.112 0.0 0.1 0.1
H 2.990 -6.336 -0.081 -0.3 0.0 0.4
C -0.834 6.692 2.628 0.5 -0.6 -0.3
H -6.172 -4.830 0.942 0.0 0.0 0.0
C -1.906 -2.127 -1.156 -1.6 1.0 -0.6
H 2.835 -3.111 2.818 -0.5 -4.2 0.0
N 5.993 3.093 4.423 0.1 -0.2 0.2
C -1.192 -0.267 -8.852 0.0 0.0 0.0
H 5.492 1.069 4.204 0.0 -0.1 0.0
C -2.319 3.432 0.445 -2.1 3.3 1.9
H -3.853 -1.679 -2.188 0.4 0.3 0.0
C 6.713 2.860 5.543 -0.1 -0.1 -0.1
O 3.230 7.318 2.907 0.3 -0.4 0.2
H 3.020 -6.784 1.619 -0.3 0.4 0.0
C -0.469 -0.689 -6.598 -0.1 0.0 0.1
H -0.927 -4.250 3.067 0.4 0.0 -0.2
C -5.491 -4.533 -2.363 0.0 0.1 0.0
N -1.691 1.450 -0.971 0.1 0.2 -0.5
H -2.511 -1.026 0.644 0.0 -0.3 -0.2
H -1.217 -0.159 -3.045 -0.3 0.0 0.1
O 2.302 4.792 2.177 -0.2 -0.7 0.1
H 5.280 4.488 3.018 0.0 0.1 0.0
H -0.493 -2.170 -8.150 0.0 0.0 0.0
C 2.605 -6.039 0.917 0.0 0.9 -0.9
H 5.715 1.976 2.691 -0.1 -0.1 -0.1
H -8.479 -4.611 0.082 0.0 0.0 0.0
H -3.093 -3.903 1.280 0.3 0.2 -0.1
H 3.779 1.569 2.160 -0.2 -0.1 -0.1
C -1.449 1.057 -8.523 0.0 0.0 0.0
O 4.425 5.738 0.043 -0.1 0.0 -0.5
C 0.119 5.636 2.368 -1.0 -0.4 -0.3
H -4.259 -4.794 -0.623 0.0 0.0 0.0
C -0.189 -4.289 2.237 -1.0 0.1 0.5
O -2.035 6.420 2.623 -0.3 0.4 0.0
H -0.085 -1.371 -5.847 0.0 0.0 0.0
O -1.132 9.042 3.036 -0.6 1.0 1.2
H 0.749 -5.506 -0.052 -0.1 0.0 0.4
H 2.726 -4.915 3.319 0.4 0.1 -0.3
C 3.266 -4.183 2.679 -2.1 -1.6 -0.3
C -2.765 -1.623 -2.389 1.3 -0.6 -0.3
H -1.069 -1.413 -1.107 0.2 -0.9 0.0
H -0.215 -3.070 0.459 -0.5 -0.1 0.1
H -2.833 0.053 -3.756 0.9 -0.1 0.3
O 6.348 6.907 -0.977 0.3 -0.4 0.1
H -0.775 0.265 0.908 0.3 0.1 0.3
C -1.216 1.509 -7.231 -0.1 0.0 0.0
C -0.390 1.047 -0.856 1.6 -1.1 0.1
C -0.289 8.088 2.886 0.5 -0.9 -0.2
C -7.642 -4.589 -0.604 0.0 0.1 0.0
C 1.078 8.176 2.934 -0.2 0.3 0.1
C -2.685 -2.018 0.189 -0.2 -0.6 0.0
C 0.276 -5.756 2.130 0.0 0.1 -0.5
C 5.327 2.027 3.715 0.3 0.6 0.3
H -0.598 -6.438 2.168 0.1 0.5 0.0
H 2.704 -3.842 0.553 0.0 -0.4 0.3
H -4.652 -4.510 -3.048 0.0 0.0 0.0
N 2.993 0.979 2.436 -0.9 1.0 -0.2
H 0.798 -7.153 0.584 0.1 0.4 -0.1
H -0.338 4.682 2.123 0.0 -0.1 0.2
H -1.413 2.543 -6.974 0.0 0.0 0.0
Li -1.749 10.053 4.443 0.5 -0.8 -1.1
H -6.958 -4.281 -3.909 0.0 -0.1 0.0
N 0.562 1.153 -1.913 -0.8 -0.3 0.7
H 2.411 0.786 1.625 0.1 -0.3 0.1
C -2.280 -0.215 -2.795 -1.9 -0.2 0.4
H 0.477 1.353 0.884 0.3 -0.4 0.4
H -3.401 1.563 -2.180 0.4 -0.1 0.3
H 1.360 1.672 -1.532 0.0 0.2 -0.3
H 4.254 2.233 3.690 0.4 0.2 0.3
C 5.888 4.460 3.920 0.1 0.0 0.1
H -2.277 -2.643 2.222 -0.2 -0.3 -0.4
H -1.830 1.738 -9.274 0.0 0.0 0.0
H -0.554 0.986 -5.256 0.1 0.0 0.0
H 0.862 -6.008 3.030 0.0 0.1 -0.5
H 6.885 4.842 3.700 -0.1 0.1 -0.1
H 0.617 -3.603 2.546 -0.1 -0.4 -0.3
H -8.875 -4.343 -2.345 0.0 0.0 0.0
C 3.200 -4.611 1.177 0.4 -0.7 0.5
C 1.053 -6.101 0.824 0.8 -0.9 0.6
C -2.764 0.789 -1.705 0.2 0.1 -0.7
H 4.244 -4.655 0.815 -0.4 0.2 0.0
C -6.345 -4.714 -0.121 0.0 0.0 0.0
Be -4.588 0.459 -3.928 -0.4 0.0 -0.2
H -1.076 -4.615 0.303 0.2 0.5 0.1
H 2.442 1.460 3.144 0.0 0.3 -0.1
H -1.597 -3.147 -1.404 0.2 0.3 0.4
C -0.699 -1.139 -7.891 0.0 0.0 0.0
C -0.731 0.634 -6.267 -0.1 0.0 0.1
C 2.057 7.088 2.764 -0.4 1.0 0.1
H 6.727 1.795 5.835 0.0 -0.1 0.0
C -5.270 -4.690 -1.000 0.0 0.1 0.0
C -6.788 -4.405 -2.846 0.0 0.1 0.0
H 1.537 9.141 3.121 0.0 0.0 0.0
H 5.436 5.093 4.683 0.0 0.1 -0.1
H -2.898 4.251 0.844 0.9 0.0 0.3
Na -6.520 0.143 -1.978 -0.1 -0.1 0.0
C -2.317 -3.123 1.225 0.9 0.8 0.4
C 1.519 5.710 2.401 0.6 0.5 0.0
O 6.097 6.895 1.496 0.1 0.4 -0.4
H -3.778 -2.068 0.002 0.4 0.0 0.0
H 4.315 -4.125 2.969 -0.4 -0.3 0.3
H 3.357 0.050 2.843 0.5 -0.7 -0.4
```
Forces are in eV/Å.

Results
- frontier orbital gap (Eh) = 0.0874
- net charge = 0
- E (Ha) = -5494.31354
- LUMO energy (eV) = -3.64
- HOMO energy (eV) = -6.0

Atom charges from the Mulliken analysis, given in e for atoms 1 to 8: -0.20, 0.88, -0.17, 0.33, 0.37, -0.47, -0.50, -0.57



[2]
ORCA calculation (the ωB97M-V functional and the def2-TZVPD basis) on a 7-piece molecular cluster, C37H59IN3O20 overall.

```
120
Properties=species:S:1:pos:R:3:forces:R:3
H 0.561 3.345 1.590 -0.1 -0.1 0.0
H 0.923 1.429 -2.347 0.0 0.0 0.0
H 2.476 3.337 6.038 0.0 -0.1 -0.1
H 2.868 0.327 -1.884 0.0 0.1 0.1
O 0.518 0.579 3.117 0.0 -0.1 0.0
C 3.529 -1.530 -3.422 0.2 -0.1 0.0
H 4.761 2.537 9.265 0.0 -0.1 0.0
H -1.987 -3.481 -4.131 0.0 -0.3 0.0
O -1.141 -1.717 -1.539 0.1 0.2 0.2
H 7.098 -3.902 -2.589 0.0 0.0 0.0
H -6.930 2.997 0.280 -0.1 -0.1 0.1
C 2.479 2.623 6.859 0.0 0.0 -0.2
C 4.297 0.889 0.374 0.0 0.0 0.0
C -4.010 3.596 -1.563 0.5 0.3 0.5
O 3.582 -8.336 -2.513 0.0 0.1 0.1
H 3.850 -3.807 -1.268 -0.1 0.1 0.0
C -0.673 1.140 3.374 0.1 0.0 0.1
C 2.581 0.388 7.143 0.0 0.0 0.0
C -1.255 -2.949 -3.538 0.0 0.4 -0.3
H -4.641 0.877 -5.079 0.0 -0.1 0.0
C -0.658 -0.810 4.490 -0.1 0.0 0.1
C -3.256 1.274 -2.245 0.1 -0.8 -0.5
H -3.060 -0.480 -3.596 0.1 -0.1 0.0
H 1.624 5.479 3.425 0.0 0.1 -0.1
H 1.930 -1.111 -0.190 0.2 -0.1 0.0
C 1.719 -7.180 -3.120 -0.1 0.0 0.1
C -3.461 0.480 -3.342 -0.1 0.8 0.4
C -6.840 3.331 -4.073 -0.2 0.0 -0.3
H -8.558 2.087 -3.921 -0.1 0.0 0.1
H -1.083 -1.548 3.804 0.1 0.0 0.0
O 2.235 -0.750 7.152 0.0 -0.1 -0.1
H -1.084 4.363 3.067 -0.1 -0.1 -0.1
C 3.878 -3.452 -2.294 0.1 0.1 0.2
N -5.366 3.346 -4.233 -0.1 0.0 0.0
O 2.569 -6.369 -2.295 -0.1 -0.1 -0.1
H -7.282 1.354 -4.854 0.1 -0.1 -0.1
H -0.773 -1.154 5.514 -0.1 0.2 0.0
H -7.182 1.401 -3.089 0.1 0.0 0.1
H -7.143 3.962 -3.245 0.1 0.0 0.1
H -2.998 3.695 -1.181 0.1 0.2 0.0
C -2.341 0.940 -1.110 0.0 -0.3 -0.3
H 1.734 -8.911 -1.837 0.0 0.1 0.0
H 2.934 -10.109 -4.096 0.0 0.0 0.0
C 6.231 -3.844 -3.243 0.0 -0.1 0.0
H 3.770 3.898 8.730 -0.1 -0.1 0.1
C 2.314 -0.146 0.137 -0.1 -0.3 0.0
H -5.117 3.450 -5.206 0.1 0.1 0.0
H -0.822 -0.886 0.265 0.2 0.0 -0.1
C -4.978 3.604 -0.375 -0.5 -0.2 -0.3
H -1.956 -2.209 0.331 -0.1 -0.3 -0.2
N -4.302 1.177 -4.181 0.1 0.2 0.2
H 0.374 6.642 3.877 0.0 0.0 0.0
H -1.379 0.720 -1.570 0.1 0.1 -0.1
H 0.437 1.462 -0.655 0.2 0.1 0.1
C 1.989 -9.626 -3.860 -0.1 0.0 0.0
O -1.099 6.083 1.959 0.0 -0.1 -0.3
C 2.491 0.831 -0.996 -0.2 0.2 0.0
O -2.781 -3.223 -1.736 -0.8 -0.3 0.5
O -2.135 6.173 -0.045 -0.2 0.0 -0.2
O 5.350 1.189 0.829 0.0 0.0 0.0
H 0.430 5.055 4.642 0.0 0.0 0.0
H 5.356 3.639 8.027 0.0 0.0 0.0
H -7.238 3.807 -4.964 0.1 0.2 -0.1
C 4.470 3.129 8.400 0.0 0.1 -0.1
O 3.623 0.900 7.815 0.0 0.0 -0.1
H 1.258 4.930 1.172 0.0 0.1 0.0
O 4.701 -6.594 -1.617 0.1 0.1 0.0
H -0.328 -3.507 -3.455 0.1 -0.1 0.0
C -0.352 5.032 2.631 0.3 0.3 0.1
C 0.761 -0.439 4.133 0.3 -0.4 -0.1
H 1.256 0.061 4.963 -0.2 -0.1 -0.2
H 2.451 -1.768 4.277 0.0 0.0 0.0
H 6.571 -3.530 -4.228 0.0 0.1 0.0
H 2.031 -1.328 2.624 0.0 0.1 0.0
H -6.886 3.658 -1.340 -0.1 -0.1 -0.1
H -3.689 -0.741 -0.736 0.0 -0.2 -0.1
H 5.638 -2.282 -1.875 -0.1 0.1 0.0
H 5.821 -4.850 -3.318 -0.1 0.0 0.0
H 0.674 -6.996 -2.883 0.0 0.1 0.1
C -1.661 -1.346 -0.255 0.3 0.4 0.4
H 1.495 2.724 -1.297 0.0 0.0 0.0
O -0.624 4.568 0.402 0.0 0.0 -0.1
O 3.565 1.650 -0.471 0.0 -0.1 0.0
C 1.620 -1.573 3.602 0.0 -0.1 0.0
H 1.062 -2.506 3.509 -0.1 0.1 -0.1
H -2.175 1.782 -0.448 -0.1 0.1 0.1
H 1.588 -9.190 -4.776 0.1 0.0 0.0
H -6.262 2.002 -1.016 -0.2 -0.1 -0.1
C 1.266 1.661 -1.339 -0.1 -0.1 0.0
O 2.968 -0.603 -3.922 -0.2 0.0 0.0
H 1.852 2.996 7.671 0.1 0.0 0.1
O -1.061 2.141 2.844 -0.2 -0.2 0.0
C 0.345 4.397 1.450 0.0 -0.1 0.0
O -1.359 0.437 4.290 0.0 -0.1 -0.1
C 2.181 -8.579 -2.776 0.0 -0.2 -0.3
H 3.558 -4.250 -2.961 0.0 0.0 -0.1
I -4.188 2.693 1.394 0.1 0.2 0.1
H 4.546 2.151 6.475 0.0 -0.1 0.0
H 1.289 -10.393 -3.536 0.0 0.0 0.0
C 3.719 -7.064 -2.092 0.0 -0.1 0.0
H 1.683 0.248 0.937 -0.1 0.1 0.0
H -1.022 -2.018 -4.051 0.2 0.1 0.0
O 4.784 -1.912 -3.706 -0.1 0.0 0.1
C -2.771 -0.325 -0.333 0.0 0.3 0.2
H 1.907 -6.926 -4.166 0.0 -0.1 0.0
O 3.648 -0.278 0.644 -0.1 0.1 -0.1
C -1.823 -2.671 -2.185 0.3 -0.1 -0.6
N -3.993 2.432 -2.448 -0.2 -0.2 0.0
O 1.951 1.357 6.423 0.1 0.3 0.2
H -4.199 4.479 -2.165 -0.1 0.0 -0.3
O 2.989 -2.326 -2.467 0.0 0.0 -0.1
C -6.358 3.016 -0.639 0.5 0.2 0.0
C -7.480 1.962 -3.972 -0.1 -0.1 0.0
H -5.100 4.654 -0.134 0.2 0.1 0.3
C 3.867 2.242 7.325 0.1 0.2 0.3
C 5.210 -2.862 -2.695 0.2 -0.3 -0.1
C -1.360 5.664 0.703 0.1 0.0 0.4
H -2.973 -0.032 0.696 -0.2 0.0 0.1
C -4.613 2.361 -3.638 0.0 -0.1 0.0
C 0.574 5.587 3.702 0.0 -0.1 0.1
```
Forces are in eV/Å.

Results
- frontier orbital gap (Eh) = 0.3488
- net charge = +1
- E (Ha) = -3411.96225
- LUMO energy (eV) = -2.23
- HOMO energy (eV) = -11.7

Atom charges from the Mulliken analysis, given in e for atoms 1 to 8: -0.14, 0.39, 0.33, -0.54, -0.33, 0.50, 0.32, 0.36



[3]
ORCA calculation (the ωB97M-V functional and the def2-TZVPD basis) on a 10-piece molecular cluster, C37H60O30 overall at a distorted geometry.

```
127
Properties=species:S:1:pos:R:3:forces:R:3
H -1.426 -6.375 0.153 -1.1 0.2 -0.3
H -1.526 0.445 -2.569 0.2 -0.3 0.2
H 2.406 -1.313 4.698 -0.3 0.1 -0.4
H -1.333 -4.329 1.822 0.1 -1.1 -0.2
O -2.768 -0.379 1.380 0.8 0.9 1.7
H -0.578 -3.751 4.097 0.2 0.2 -0.7
C 2.033 -1.598 5.673 -1.2 0.1 -1.3
H 5.585 4.852 -1.574 -1.1 -1.1 1.0
H 2.350 2.356 -0.982 -0.2 -1.0 0.1
C 5.144 0.894 -1.579 3.8 1.8 0.8
C 3.022 -0.791 7.432 4.0 0.8 5.3
O 3.558 4.554 1.076 -0.6 -1.7 3.2
H -0.197 1.076 5.820 -0.2 0.9 0.4
H 2.556 1.746 2.948 0.8 -0.2 -0.6
C 2.245 4.391 1.225 -1.9 -0.9 4.5
H -4.369 -1.503 0.560 -0.6 0.3 1.0
O -6.989 -2.227 0.411 0.7 0.6 -3.4
C 1.074 -0.552 6.312 0.6 -1.1 -1.2
H 6.940 5.277 3.821 -0.8 -0.6 0.0
H -7.651 -2.701 -5.121 0.8 -0.4 0.3
H 3.266 0.127 -3.802 0.0 0.4 0.7
O -0.458 2.824 -4.674 6.3 3.6 4.3
H 4.263 5.997 0.034 0.7 1.3 0.0
C -1.399 -3.291 2.023 -2.2 -0.2 2.0
H 0.675 3.811 -6.604 0.4 0.4 -0.2
C -0.224 -1.296 -2.423 -0.4 -0.5 1.8
H 0.484 1.783 1.850 -0.2 -0.2 -0.3
C -7.002 -2.644 -2.965 0.8 -0.8 -2.5
C -2.192 -7.477 -1.560 -0.5 -0.1 0.3
H -1.289 4.355 -2.113 0.0 1.1 -0.2
C -0.485 2.118 2.224 1.3 2.0 -1.7
O 0.949 -1.021 -3.124 1.0 0.8 -0.6
H 2.685 -0.683 -1.572 -0.1 -0.1 -0.2
C 3.398 0.866 -2.978 -0.9 -2.5 -1.7
H 1.610 2.404 -6.318 0.2 0.0 0.1
H 5.742 4.725 5.028 0.0 -0.7 0.4
O -1.462 0.990 -0.135 -2.2 -2.4 8.0
C -2.535 -1.211 -3.409 -1.4 0.0 -0.1
O -0.544 -2.594 1.209 0.7 0.0 -1.5
C 2.992 0.354 -1.622 -2.6 1.3 0.1
H 5.164 5.460 3.579 0.1 0.3 0.1
H -1.175 2.667 -2.175 0.7 0.2 -0.1
C 0.647 0.575 5.397 0.5 -0.4 -1.1
H 5.681 3.865 -0.085 0.5 -0.4 0.5
O 3.152 -1.686 6.508 0.1 -1.4 -1.0
H -2.873 -8.072 -0.949 0.5 -0.5 0.1
O 4.128 0.506 -0.843 1.1 -0.6 1.7
H 3.296 0.658 1.613 0.3 0.6 1.3
O 0.622 3.674 -2.678 1.6 0.3 -3.4
H 1.508 1.200 5.144 -0.1 0.4 0.6
C -8.015 -2.649 -4.094 -1.4 0.8 -0.2
H -2.455 -2.186 -3.898 0.5 0.4 -0.6
C -1.052 -2.942 3.514 -0.1 0.1 -0.7
H -3.653 -0.220 -0.468 -0.6 0.7 0.1
C -3.187 -4.378 -1.323 -3.0 3.2 -0.1
H -6.323 -3.492 -3.098 -0.1 -0.2 0.3
H -8.527 -1.669 -4.122 -0.1 -0.4 0.4
C 0.599 -0.340 -4.231 3.9 0.7 -2.9
H -0.873 -5.633 -2.597 -0.4 0.5 0.2
H -8.795 -3.430 -4.008 0.5 0.3 0.2
H -5.285 -1.375 -3.487 -0.5 0.0 0.8
C 4.809 2.951 3.341 -8.4 0.2 6.2
H 2.519 3.852 -6.775 0.3 0.6 0.4
O -1.373 1.027 2.334 -1.1 -1.2 -0.1
O 1.666 4.102 2.302 2.1 0.8 -4.0
H 1.607 0.929 -0.103 -0.1 0.2 0.6
O 3.780 3.191 4.309 6.3 -0.9 -5.0
O 4.618 1.963 2.514 1.2 0.2 -0.7
O 3.847 -0.637 8.352 -2.1 -0.3 -2.6
C -6.193 -1.394 -2.847 -0.3 1.0 -1.2
H -1.228 -7.928 -1.766 0.0 -0.5 0.1
H -3.245 -0.533 -3.910 0.4 -0.4 -0.4
C 1.656 3.492 -6.247 -1.8 -1.3 1.3
O -2.016 -4.050 -1.828 1.3 -0.4 -0.2
O 6.282 1.174 -1.183 -3.0 -1.2 -0.9
H 2.323 6.245 -0.901 -0.2 -0.2 -0.4
C 4.996 4.202 -0.829 -0.8 1.3 -1.2
O 1.051 -1.064 1.487 0.6 0.5 -0.3
C -6.846 -2.112 -0.811 0.3 0.1 3.2
H -2.762 -7.378 -2.493 0.4 0.6 0.0
H -0.162 -1.074 -1.335 0.2 0.2 -0.7
H -2.569 -1.496 3.997 -0.5 0.9 -0.4
H -0.150 -4.867 -1.220 -0.9 0.3 0.2
H 2.887 1.743 -3.296 -0.4 1.0 0.0
O -5.908 -1.384 -1.450 0.5 0.9 0.4
H 2.545 4.751 -1.836 -0.6 -0.6 -0.1
H -2.873 -1.640 -0.230 0.6 -0.5 0.1
C 1.933 1.318 -1.052 1.1 -0.2 0.5
O -0.654 -0.063 -4.274 -0.5 0.7 -2.3
C -3.494 -0.944 0.312 1.2 0.0 -2.3
H -1.950 -2.334 5.424 0.0 0.0 -0.5
C -1.965 -6.183 -0.807 2.1 -0.2 -1.2
C 0.631 3.428 -4.020 -5.9 -2.8 -4.8
O 5.876 3.655 3.231 0.8 -2.2 -1.4
C 0.232 -1.797 1.921 -0.3 0.2 1.2
H -2.418 -2.935 1.853 0.0 -0.2 -0.2
O -4.142 -3.610 -1.386 1.5 -1.8 0.1
O -0.085 -1.903 3.229 0.4 0.2 1.0
O 1.921 -0.110 7.365 -2.1 1.6 0.3
C -1.140 -5.152 -1.633 1.5 -1.3 -0.8
H 0.321 0.265 4.387 0.0 -0.6 0.7
C -1.259 -0.460 -3.133 -2.6 -0.7 2.8
H 0.191 -1.099 6.686 0.4 0.4 0.4
C -2.225 -2.430 4.360 -0.8 -2.3 0.3
H -0.944 2.812 1.485 0.6 -0.3 0.5
H -3.110 -1.517 -2.538 0.4 0.3 0.7
O 1.389 -0.027 -5.121 -1.3 -0.7 1.9
C 5.939 4.803 3.975 0.5 3.1 0.3
H -6.876 -0.550 -3.168 0.9 -0.4 0.7
H 4.516 3.357 -1.333 0.4 0.0 -0.1
C 3.436 1.143 2.624 -0.8 -0.1 0.0
O -3.191 -5.541 -0.725 -1.4 -0.2 1.5
H -3.110 -3.217 4.336 1.8 1.6 -0.1
H -0.192 2.699 3.112 -1.1 -0.9 0.3
C 3.884 5.028 -0.147 1.4 0.5 -2.5
H 3.575 0.392 3.422 0.2 0.2 -0.5
H -0.343 -2.359 -2.523 -0.7 -0.6 0.0
O -7.595 -2.693 -1.718 -2.2 -1.4 0.9
H 1.071 1.400 -1.658 -0.9 -0.2 -0.8
H -0.251 3.489 -0.937 0.1 0.2 1.1
C -1.854 0.562 1.205 1.4 1.7 -7.5
O 1.709 3.827 -4.798 -1.2 -0.4 2.3
C -0.590 3.573 -1.933 -1.0 -2.0 -0.9
C 2.532 5.172 -0.847 1.0 1.5 0.0
H 1.483 -2.531 5.614 0.4 -0.4 -0.1
O 1.618 4.633 0.091 -0.9 -0.4 -0.9
O 4.739 1.091 -2.829 2.5 0.8 -0.7
```
Forces are in eV/Å.

Results
- frontier orbital gap (Eh) = 0.3326
- SMILES = C[C@H]1COC(=O)O1.C[C@H]1COC(=O)O1.C[C@H]1COC(=O)O1.C[C@H]1COC(=O)O1.C[C@H]1COC(=O)O1.C[C@H]1COC(=O)O1.C[C@H]1COC(=O)O1.COC(=O)OC.COC(=O)OC.COC(=O)OC
- net charge = 0
- E (Ha) = -3702.94004
- LUMO energy (eV) = -0.17
- HOMO energy (eV) = -9.2

Atom charges from the Mulliken analysis, given in e for atoms 1 to 8: 0.23, -0.49, 0.05, 0.50, -0.44, 0.30, 0.08, 0.36